{
  "formula": "C34H27Br2Cl2CoF7N5O8S3",
  "method": "wB97M-V/def2-TZVPD",
  "lumo_energy_ha": [-0.0178, -0.0178],
  "spin_multiplicity": 2,
  "total_charge": -1,
  "total_energy_ha": -11532.4617,
  "gap_ha": [0.1127, 0.1176],
  "species": ["Br", "Br", "Co", "Cl", "Cl", "S", "S", "S", "F", "F", "F", "F", "F", "F", "F", "O", "O", "O", "O", "O", "O", "O", "O", "N", "N", "N", "N", "N", "C", "C", "C", "C", "C", "C", "C", "C", "C", "C", "C", "C", "C", "C", "C", "C", "C", "C", "C", "C", "C", "C", "C", "C", "C", "C", "C", "C", "C", "C", "C", "C", "C", "C", "H", "H", "H", "H", "H", "H", "H", "H", "H", "H", "H", "H", "H", "H", "H", "H", "H", "H", "H", "H", "H", "H", "H", "H", "H", "H", "H"],
  "coordinates": [[4.58339, -4.67651, -6.41947], [1.19183, -7.43061, -2.84427], [0.80089, -2.95986, -0.75769], [-1.80156, -6.04118, -0.65052], [-2.24279, -1.69669, 2.61373], [-0.32222, -3.81994, 1.14802], [-1.34200, 1.53845, -2.62976], [-1.57688, -1.24352, -2.73829], [-2.51175, 2.48476, 0.94690], [-1.22421, 1.50363, -5.28676], [-4.20731, -0.96967, -2.63890], [0.65125, 1.02991, -4.31685], [-3.23487, -0.70223, -0.72535], [-3.44181, -2.68179, -1.57685], [-0.06878, 3.06978, -4.35331], [-1.91080, -1.20629, -4.12992], [-0.69302, 2.47085, -1.74529], [2.48408, -3.23841, 0.35448], [4.08956, -2.62838, 1.78572], [-0.79830, -2.35956, -2.26085], [0.95876, -4.63436, -1.60641], [0.42896, -1.27902, 0.04172], [-2.72728, 1.73932, -2.94381], [2.28020, 0.75295, 3.02056], [-2.76145, 6.51189, 2.85158], [2.09649, -2.34222, -2.32867], [-1.14355, 4.21416, 2.61228], [-0.95044, 0.08781, -2.17000], [2.00599, -5.80688, -3.36856], [-1.30389, 2.08047, 1.40316], [3.93324, 2.57209, 3.33700], [-2.72425, -4.91007, 0.27401], [-2.58428, 5.57131, 4.00939], [1.73196, -4.65948, -2.62416], [-4.29227, -3.12770, 1.68058], [-1.60111, 6.47527, 1.89563], [0.44324, 0.48239, 1.51754], [1.10095, 1.24616, 2.48737], [2.78327, -0.42349, 2.56409], [0.56112, 2.48903, 2.85421], [3.76836, -2.17289, -4.54933], [2.63929, -1.18931, -2.65791], [-1.39252, 5.04820, 1.44291], [-2.30118, 4.17692, 3.49075], [3.44383, -4.63726, -4.89372], [-0.62612, 2.91450, 2.29294], [1.02200, -0.75655, 0.99616], [-2.91129, -3.02766, 1.69546], [-3.21795, -1.40654, -1.86277], [-4.10265, -5.03077, 0.24542], [3.00642, -2.47451, 1.21467], [3.22067, -3.42540, -4.20110], [2.37502, -3.45057, -3.07411], [-4.89349, -4.13980, 0.95247], [-0.78153, 0.89398, 0.99345], [-0.44668, 1.78594, -4.24869], [-2.05720, -3.90972, 1.00987], [3.48117, -1.08148, -3.78926], [3.05141, 1.51853, 3.99271], [2.23208, -1.20695, 1.60193], [2.84785, -5.79669, -4.48271], [2.40788, 0.02149, -1.80574], [3.02298, -6.71922, -5.01870], [-3.19399, 3.77763, 2.98418], [-0.52949, 5.00168, 0.77858], [4.47494, 3.13994, 4.09484], [-4.54474, -5.82284, -0.34334], [4.41098, -2.09353, -5.41593], [1.06563, 3.15907, 3.53544], [-1.84455, 7.13930, 1.06708], [-1.28006, 0.27323, 0.26427], [-1.74786, 5.95233, 4.59263], [2.78842, 0.91111, -2.30676], [-2.90763, 7.47424, 3.19933], [-3.62008, 6.26144, 2.34284], [3.66109, 0.80530, 4.54506], [3.71629, -0.75873, 3.00198], [4.66005, 2.09707, 2.67792], [-0.73787, 6.85691, 2.43767], [2.36366, 1.96604, 4.71152], [-5.97203, -4.22720, 0.92726], [1.34950, 0.15855, -1.60024], [3.88916, -0.11107, -4.03915], [3.34188, 3.26766, 2.74074], [-2.26265, 4.71588, 0.86132], [-4.88218, -2.40836, 2.23206], [2.93797, -0.09222, -0.85635], [-3.49823, 5.61363, 4.60126], [-2.08693, 3.52632, 4.33881]],
  "atomic_forces_ev_per_a": [[0.022, -0.002, -0.030], [-0.005, -0.016, 0.002], [-0.129, -0.182, -0.004], [0.024, -0.028, -0.026], [0.002, 0.024, 0.059], [-0.134, -0.310, 0.104], [0.048, -0.330, -0.005], [0.245, -0.566, -0.072], [-0.139, 0.104, -0.044], [0.006, -0.012, -0.003], [-0.064, 0.085, 0.003], [-0.032, 0.066, 0.007], [0.005, -0.008, 0.059], [-0.020, 0.055, -0.073], [-0.010, 0.072, -0.029], [-0.031, 0.106, -0.087], [0.023, 0.121, 0.043], [0.632, 0.513, 0.610], [0.235, 0.122, 0.225], [-0.586, 0.467, -0.163], [0.227, -0.199, -0.336], [0.216, 0.434, 0.225], [-0.064, 0.112, 0.000], [-0.099, 0.213, 0.108], [-0.464, 0.591, 0.055], [-0.037, 0.027, -0.126], [-0.039, 0.200, 0.161], [-0.018, 0.310, 0.004], [0.053, -0.052, -0.112], [0.072, -0.016, 0.131], [0.008, 0.002, 0.016], [-0.086, 0.023, 0.056], [-0.037, -0.061, 0.193], [-0.292, -0.031, 0.329], [-0.001, -0.002, -0.010], [0.123, 0.073, -0.163], [-0.070, 0.125, 0.035], [0.064, -0.010, 0.002], [-0.008, -0.214, -0.157], [0.040, 0.072, -0.040], [0.002, -0.014, -0.003], [0.066, -0.096, -0.008], [0.044, -0.069, 0.082], [0.004, -0.033, -0.159], [-0.008, 0.017, 0.008], [-0.003, -0.226, -0.097], [-0.278, -0.264, -0.324], [-0.104, -0.079, -0.111], [0.068, -0.094, -0.016], [0.039, -0.009, 0.003], [-0.179, -0.570, -0.438], [0.021, 0.016, -0.022], [0.021, 0.139, -0.036], [-0.063, 0.009, 0.022], [0.059, -0.014, 0.043], [0.017, -0.090, 0.013], [0.179, 0.161, 0.099], [-0.003, 0.017, 0.016], [-0.033, -0.027, -0.061], [0.127, 0.058, 0.159], [-0.030, -0.026, 0.041], [-0.005, 0.009, 0.006], [0.000, -0.003, -0.003], [-0.023, -0.017, 0.002], [-0.029, 0.018, 0.000], [0.012, 0.005, 0.005], [-0.009, -0.007, -0.003], [0.003, 0.000, -0.003], [0.017, -0.006, 0.010], [0.021, -0.018, 0.004], [0.005, -0.021, -0.007], [0.031, 0.003, -0.028], [0.015, 0.010, -0.005], [0.113, -0.545, -0.191], [0.255, -0.064, 0.076], [0.004, 0.004, -0.002], [0.009, -0.016, -0.009], [-0.008, 0.001, -0.004], [0.005, -0.021, 0.035], [-0.002, 0.005, 0.016], [-0.011, -0.002, 0.001], [-0.003, -0.005, 0.003], [0.012, 0.007, -0.008], [-0.003, 0.000, -0.008], [-0.018, -0.033, -0.049], [-0.013, 0.010, 0.001], [-0.014, -0.008, 0.004], [0.036, -0.019, 0.008], [-0.024, 0.031, -0.011]]
}